# C9H8DyN4S2

A structure of composition C9H8DyN4S2 in a non-equilibrium geometry (ωB97M-V/def2-TZVPD, OMol25).

Results
**Energy above the lowest of the compared OMol25 structures with the same formula, charge and spin**: 0.0 kJ/mol
**Gap between HOMO and LUMO (alpha / beta)**: 6.89 / 7.62 eV
**Spin multiplicity**: 6
**LUMO (alpha / beta)**: -4.6 / -4.1 eV
**E_HOMO (alpha / beta)**: -11.50 / -11.76 eV
**F_max**: 0.0526 hartree/bohr
**Total charge**: +1

```
24
Properties=species:S:1:pos:R:3:forces:R:3:lowdin_spin:R:1
Dy 11.113300 8.119485 4.077861 -0.03 -0.59 -0.03 5.797
C 5.891355 5.802683 4.814306 -1.12 -1.06 -1.12 0.001
S 7.025532 4.641849 3.991923 0.21 0.24 0.12 -0.001
C 8.566939 5.412965 4.086421 1.41 -1.29 -1.18 -0.037
S 9.028134 7.589697 5.820016 0.23 0.25 0.25 -0.065
N 9.622451 4.676401 3.765258 -1.18 1.81 0.89 -0.032
N 10.806542 5.449626 3.837359 -0.84 0.08 -0.16 0.007
C 11.842653 4.731431 3.763617 1.52 2.10 0.77 0.000
C 13.183142 5.339097 4.060640 -0.48 0.81 0.19 0.003
C 14.253304 4.569824 4.451260 -1.32 -1.75 0.14 0.000
C 15.395529 5.183076 4.888259 1.77 -0.21 -0.17 0.000
C 15.482382 6.573001 4.871735 1.53 1.15 0.26 0.000
C 14.397204 7.327827 4.437662 0.03 -2.15 -0.02 0.014
N 13.282688 6.679396 4.087752 -1.27 0.94 -0.64 0.030
H 5.073012 5.100225 5.115199 0.62 0.86 0.04 0.000
H 5.468362 6.557560 4.135643 0.34 -0.30 0.17 0.000
H 6.377778 6.242780 5.642916 0.24 0.40 0.98 0.000
H 11.764398 3.706295 3.667710 -0.09 -2.18 -0.32 0.000
H 14.047862 3.476806 4.510088 0.77 0.85 -0.19 0.000
H 16.287453 4.546380 5.106574 -0.89 0.81 0.17 0.000
H 16.428013 7.116801 5.157626 -1.13 -0.87 -0.30 0.000
H 14.408463 8.394060 4.298714 0.13 0.31 0.26 0.007
N 8.828167 7.545009 3.199991 0.30 1.04 -1.02 -0.676
C 8.743098 6.907073 4.263583 -0.76 -1.25 0.89 -0.049
```
Forces are in eV/Å.